[1]
{"formula": "C2H5NO", "method": "ωB97M-V with the def2-TZVPD basis set", "gap_ha": 0.3804, "charge": 0, "relative_energy_kj_mol": 346.7, "smiles": "C=N.C=O", "largest_force_ha_per_bohr": 0.0752, "spin_multiplicity": 1, "energy_ev": -5689.6358, "lumo_energy_ev": 0.68, "species": ["C", "N", "H", "H", "H", "C", "O", "H", "H"], "xyz": [[1.33, 0.46, -0.44], [0.72, 1.31, 0.21], [1.31, -0.58, -0.25], [2.01, 0.64, -1.36], [1.33, 2.09, 0.39], [-1.65, -1.05, 0.41], [-2.52, -1.87, 0.20], [-1.48, -0.36, 1.32], [-1.06, -0.63, -0.47]]}

[2]
{"formula": "C2H5NO", "method": "ωB97M-V with the def2-TZVPD basis set", "gap_ha": 0.3759, "charge": 0, "relative_energy_kj_mol": 461.7, "smiles": "C=CON", "largest_force_ha_per_bohr": 0.0990, "spin_multiplicity": 1, "energy_ev": -5688.4447, "lumo_energy_ev": 1.24, "species": ["C", "C", "O", "N", "H", "H", "H", "H", "H"], "xyz": [[-0.49, -0.63, 1.47], [-0.53, 0.41, 0.69], [0.78, 0.42, -0.35], [0.51, 0.32, -1.70], [-1.39, -1.01, 1.94], [0.35, -1.34, 1.39], [-1.15, 1.31, 0.62], [0.88, 1.04, -2.29], [1.05, -0.51, -1.79]]}

[3]
{"formula": "C2H5NO", "method": "ωB97M-V with the def2-TZVPD basis set", "gap_ha": 0.3861, "charge": 0, "relative_energy_kj_mol": 150.8, "smiles": "CNC=O", "largest_force_ha_per_bohr": 0.1316, "spin_multiplicity": 1, "energy_ev": -5691.6669, "lumo_energy_ev": 1.06, "species": ["C", "N", "C", "O", "H", "H", "H", "H", "H"], "xyz": [[0.47, 0.61, -0.09], [-0.21, -0.59, 0.08], [-1.73, -0.50, -0.15], [-2.13, 0.49, -0.68], [0.52, 0.69, -1.12], [-0.06, 1.46, 0.31], [1.36, 0.54, 0.44], [0.11, -1.20, 0.73], [-2.41, -1.38, 0.19]]}

[4]
{"formula": "C2H5NO", "method": "ωB97M-V with the def2-TZVPD basis set", "gap_ha": [0.4645, 0.2540], "charge": 1, "relative_energy_kj_mol": 180.2, "largest_force_ha_per_bohr": 0.0758, "spin_multiplicity": 2, "energy_ev": -5681.6140, "lumo_energy_ev": [-5.29, -9.95], "species": ["C", "N", "C", "O", "H", "H", "H", "H", "H"], "xyz": [[0.68, 0.55, -0.27], [-0.38, 0.34, 0.57], [-1.05, -0.95, 0.84], [1.08, 0.13, -1.33], [1.04, 1.64, 0.02], [-0.98, 1.24, 0.76], [-0.67, -1.55, 1.61], [-2.13, -0.78, 1.00], [-1.06, -1.60, -0.16]]}

[5]
{"formula": "C2H5NO2", "method": "ωB97M-V with the def2-TZVPD basis set", "gap_ha": 0.3157, "charge": 0, "relative_energy_kj_mol": 451.9, "largest_force_ha_per_bohr": 0.1008, "spin_multiplicity": 1, "energy_ev": -7736.0680, "lumo_energy_ev": 0.73, "species": ["C", "C", "N", "O", "O", "H", "H", "H", "H", "H"], "xyz": [[-0.89, 0.17, 0.19], [0.12, 1.20, 0.28], [-0.06, -1.59, -0.40], [-2.06, 0.04, 0.20], [-1.07, -2.19, -1.14], [-0.29, 2.05, 0.68], [0.80, 0.94, 1.11], [0.66, 1.29, -0.72], [0.29, -2.25, 0.25], [-0.96, -1.89, -2.11]]}

[6]
{"formula": "C2H5NO2", "method": "ωB97M-V with the def2-TZVPD basis set", "gap_ha": 0.3833, "charge": 0, "relative_energy_kj_mol": 469.1, "largest_force_ha_per_bohr": 0.1012, "spin_multiplicity": 1, "energy_ev": -7735.8890, "lumo_energy_ev": 0.71, "species": ["C", "C", "N", "O", "O", "H", "H", "H", "H", "H"], "xyz": [[-0.42, -0.18, 0.25], [1.04, 0.72, -0.63], [-0.55, -0.07, 1.60], [-1.49, 0.55, 0.68], [-0.54, -1.39, -0.33], [1.33, 1.70, -0.08], [0.85, 0.92, -1.70], [1.64, -0.15, -0.61], [-1.15, -0.71, 2.15], [-0.69, -1.39, -1.32]]}

[7]
{"formula": "C2H5NO2", "method": "ωB97M-V with the def2-TZVPD basis set", "gap_ha": 0.3921, "charge": 0, "relative_energy_kj_mol": 97.8, "smiles": "NCC(=O)O", "largest_force_ha_per_bohr": 0.0812, "spin_multiplicity": 1, "energy_ev": -7739.7379, "lumo_energy_ev": 0.65, "species": ["N", "C", "C", "O", "O", "H", "H", "H", "H", "H"], "xyz": [[1.08, -0.54, -0.51], [0.08, 0.50, -0.34], [-1.08, 0.06, 0.38], [-2.12, -0.04, -0.19], [-1.06, -0.22, 1.70], [2.02, -0.30, -0.71], [0.88, -1.24, -1.18], [-0.19, 0.80, -1.31], [0.50, 1.39, 0.29], [-0.12, -0.42, 1.88]]}

[8]
{"formula": "C2H5NO2", "method": "ωB97M-V with the def2-TZVPD basis set", "gap_ha": 0.3999, "charge": 0, "relative_energy_kj_mol": 135.2, "smiles": "NC=O.C=O", "largest_force_ha_per_bohr": 0.0215, "spin_multiplicity": 1, "energy_ev": -7739.3504, "lumo_energy_ev": 0.84, "species": ["N", "C", "O", "H", "H", "H", "C", "O", "H", "H"], "xyz": [[-1.46, -1.11, 1.11], [-0.80, -1.50, -0.03], [0.31, -1.96, -0.04], [-2.44, -0.97, 0.97], [-1.17, -1.63, 1.92], [-1.36, -1.35, -0.97], [1.34, 1.83, -0.42], [0.73, 2.79, -0.80], [2.37, 1.84, -0.01], [0.91, 0.81, -0.38]]}